Entry 1:
C5H20N10O5 | ωB97M-V/def2-TZVPD

```
40
Properties=species:S:1:pos:R:3:lowdin_charge:R:1
C 0.8518 2.1434 1.1545 -0.763
O 2.0385 2.4708 1.0109 0.025
N -0.2139 2.8750 1.3956 0.141
N 0.3832 0.9499 1.0906 0.135
H -0.0550 3.8683 1.4866 0.116
H -1.0994 2.4311 1.5927 0.110
H 1.0425 0.2535 0.7738 0.121
H -0.5310 0.6865 0.7515 0.116
C 2.7677 -2.2441 -4.7899 -0.729
O 3.0254 -2.0660 -3.5298 -0.047
N 3.5823 -2.2516 -5.8064 0.143
N 1.6200 -2.2055 -5.3069 0.145
H 4.5762 -2.0990 -5.7120 0.120
H 3.2821 -2.4271 -6.7547 0.110
H 1.4405 -2.6020 -6.2183 0.123
H 0.9185 -1.8629 -4.6661 0.134
C 6.8528 -2.8962 1.1842 -0.829
O 7.7425 -3.1152 1.9067 0.085
N 6.7169 -3.6019 0.0463 0.139
N 5.7988 -2.1739 1.4021 0.166
H 5.9914 -3.3645 -0.6150 0.092
H 7.3225 -4.3428 -0.2771 0.107
H 6.0088 -1.6899 2.2633 0.125
H 5.3215 -1.8495 0.5731 0.116
C -4.3843 7.6138 4.5724 -0.800
O -4.6647 7.9043 5.7387 0.012
N -3.6489 8.3144 3.7970 0.172
N -4.7599 6.4680 4.0698 0.149
H -3.5337 7.8817 2.8917 0.111
H -3.5633 9.3041 3.9796 0.132
H -5.5279 6.0384 4.5655 0.120
H -4.4681 6.1047 3.1737 0.105
C -4.6329 -4.1535 -0.7831 -0.804
O -3.4966 -3.9237 -1.0583 0.054
N -5.5922 -3.6772 -1.5547 0.147
N -5.0699 -4.9246 0.1961 0.157
H -5.1198 -3.3380 -2.3805 0.120
H -6.5111 -4.0624 -1.3893 0.105
H -6.0241 -4.9651 0.5246 0.106
H -4.3871 -5.4715 0.7008 0.116
```

The total charge is 0. As for the LUMO energy: 0.2 eV. The structure (SMILES) is NC(N)=O.NC(N)=O.NC(N)=O.NC(N)=O.NC(N)=O.

Entry 2:
C5H20N10O5 | ωB97M-V/def2-TZVPD

```
40
Properties=species:S:1:pos:R:3:lowdin_charge:R:1
C -14.3052 19.4468 -29.5092 -0.908
O -13.5859 19.0726 -30.3230 0.097
N -15.5698 19.3254 -29.5889 0.178
N -13.8664 19.8405 -28.3815 0.198
H -15.9611 19.0650 -30.4828 0.114
H -16.2602 19.7799 -29.0084 0.118
H -14.5559 19.9828 -27.6574 0.076
H -12.8917 20.0078 -28.1761 0.122
C -18.2634 20.4154 -33.4550 -0.760
O -19.3378 19.9636 -33.6440 0.074
N -17.9877 21.6820 -33.1435 0.145
N -17.1837 19.6353 -33.2405 0.141
H -18.6533 22.4324 -33.0258 0.111
H -17.0396 21.9806 -32.9645 0.096
H -17.1829 18.6302 -33.3400 0.113
H -16.3410 19.9728 -32.7978 0.085
C -9.6876 20.0866 -28.9063 -0.739
O -9.1617 20.4600 -27.8383 -0.011
N -10.4076 20.8292 -29.7125 0.159
N -9.5901 18.8260 -29.3501 0.153
H -10.8255 20.2808 -30.4506 0.100
H -10.7611 21.6669 -29.2726 0.116
H -9.0194 18.1683 -28.8383 0.115
H -9.9868 18.5860 -30.2474 0.103
C -15.4478 22.4451 -27.1798 -0.794
O -15.2805 21.4756 -26.5187 0.052
N -14.5678 23.0917 -27.9074 0.172
N -16.6244 23.0507 -27.2422 0.155
H -14.7641 24.0152 -28.2661 0.114
H -13.6476 22.6800 -27.8464 0.114
H -16.7539 23.8370 -27.8627 0.103
H -17.3871 22.7181 -26.6697 0.118
C -16.4850 15.4578 -28.5732 -0.804
O -16.0334 15.2396 -29.6753 0.040
N -16.6528 16.6317 -28.0978 0.172
N -16.5232 14.5533 -27.6236 0.144
H -16.5561 17.5361 -28.5370 0.086
H -16.9805 16.6430 -27.1425 0.110
H -17.2979 14.6071 -26.9778 0.104
H -16.1121 13.6465 -27.7934 0.117
```

The total charge is 0. As for the LUMO energy: -0.1 eV. The structure (SMILES) is NC(N)=O.NC(N)=O.NC(N)=O.NC(N)=O.NC(N)=O.

Entry 3:
C5H20N10O5 | ωB97M-V/def2-TZVPD

```
40
Properties=species:S:1:pos:R:3:lowdin_charge:R:1
C 3.8138 -1.4826 0.0641 -0.891
O 3.7460 -2.4156 -0.7033 0.040
N 4.0411 -1.5885 1.2811 0.187
N 3.5655 -0.2931 -0.3589 0.163
H 3.9182 -2.5293 1.6275 0.140
H 4.2445 -0.8569 1.9471 0.132
H 3.3934 0.4016 0.3537 0.108
H 3.1729 -0.1723 -1.2816 0.115
C -1.4461 3.8404 -2.2663 -0.763
O -1.8292 4.8963 -2.7969 0.012
N -0.4112 3.0820 -2.5174 0.157
N -2.0282 3.2887 -1.2385 0.147
H -0.0641 2.2584 -2.0469 0.091
H 0.0909 3.6328 -3.1990 0.119
H -2.9819 3.5392 -1.0198 0.116
H -1.5397 2.4690 -0.9074 0.047
C 0.1496 0.2738 0.2140 -0.762
O -0.5691 1.1537 0.0657 0.090
N 0.6514 -0.4213 -0.8309 0.152
N 0.7149 -0.2092 1.3332 0.199
H 0.0015 -0.2735 -1.5898 0.112
H 1.0652 -1.3076 -0.5793 0.091
H 1.4165 -0.9348 1.2964 0.093
H 0.2369 0.1106 2.1634 0.101
C -0.7230 -4.3291 -0.6240 -0.927
O -0.5720 -4.9051 0.4377 0.050
N -1.2027 -3.2541 -0.7898 0.196
N -0.0832 -4.6676 -1.6451 0.172
H -1.2774 -2.9381 -1.7462 0.129
H -1.5020 -2.6057 -0.0756 0.141
H -0.2713 -5.6369 -1.8574 0.130
H -0.2463 -4.1962 -2.5233 0.112
C -1.9170 1.6824 2.8510 -0.877
O -1.4814 1.2140 3.8585 0.062
N -1.7108 2.8971 2.6346 0.166
N -2.8091 1.3023 1.9986 0.167
H -0.9840 3.2439 3.2442 0.133
H -2.2024 3.5282 2.0180 0.122
H -3.0334 0.3284 1.8528 0.118
H -3.3368 1.8750 1.3555 0.112
```

The total charge is 0. As for the LUMO energy: -0.1 eV. The structure (SMILES) is NC(N)=O.NC(N)=O.NC(N)=O.NC(N)=O.NC(N)=O.

Entry 4:
C5H20N2O4 | ωB97M-V/def2-TZVPD

```
31
Properties=species:S:1:pos:R:3:lowdin_charge:R:1
C 0.5845 0.1687 -2.0215 -0.197
N 0.5060 -0.8907 -0.9910 -0.073
C -0.1021 -2.0592 -1.4709 -0.247
C -1.0168 -2.7099 -0.3935 -0.203
O -1.1429 -1.7474 0.5997 -0.124
C 1.2965 1.4203 -1.2871 -0.202
N 0.4189 2.3050 -0.4547 -0.152
C 1.0764 3.5263 -0.0881 -0.214
H 1.2826 -0.0828 -2.8586 0.108
H -0.3038 0.4221 -2.5850 0.094
H 0.1886 -0.4769 -0.0960 0.096
H 0.5777 -2.8577 -1.5516 0.070
H -0.4536 -2.1801 -2.6167 0.160
H -2.0519 -3.0240 -0.7417 0.130
H -0.5084 -3.5573 0.1315 0.127
H -0.8422 -2.0629 1.3993 0.012
H 2.0501 0.8684 -0.7069 0.102
H 1.7960 2.1313 -1.9751 0.102
H 0.1585 1.7689 0.4187 0.061
H 0.2895 4.1970 0.6008 0.124
H 2.0362 3.5583 0.5249 0.072
H 1.4088 4.1160 -0.9594 0.056
H 1.5674 -1.8508 2.7253 0.049
H 0.2010 -2.2905 3.1099 -0.007
O 0.7355 -2.1139 2.4377 0.067
H -2.3550 -0.2173 0.7304 0.072
H -2.9707 1.2298 0.8171 0.063
O -2.7622 0.4630 1.3644 -0.073
H -1.2814 1.0229 1.9130 0.031
H -0.0815 0.0428 2.0714 -0.078
O -0.3013 0.8806 1.9538 -0.029
```

The total charge is 0. As for the LUMO energy: 0.3 eV. The structure (SMILES) is CNCCNCCO.O.O.O.